Record 1
Entry from the OMol25 dataset: a molecular structure, C4H6KMgO2 in a non-equilibrium geometry (the ωB97M-V functional and the def2-TZVPD basis).

XYZ file:
```
14
Properties=species:S:1:pos:R:3
K 1.82 -0.49 -1.02
C -1.06 1.76 -0.99
H -1.00 2.40 -1.87
C 1.68 -1.96 1.62
O 0.56 -2.25 -0.45
C -0.24 1.85 0.06
H 2.66 -2.19 1.16
O -2.13 0.88 -1.00
H 1.68 -1.76 2.70
H 0.56 2.58 0.03
Mg -1.87 -1.09 -0.47
H -0.40 1.25 0.96
H -2.79 1.13 -1.66
C 0.52 -2.10 0.93
```

Calculated values
HOMO level (alpha / beta) ... -11.6981 / -10.3512 eV
Molecular weight ... 149.5 g mol⁻¹
Total charge ... +1

***

Record 2
Entry from the OMol25 dataset: a molecular structure, C4H6LiO2 in a non-equilibrium geometry (the ωB97M-V functional and the def2-TZVPD basis).

XYZ file:
```
13
Properties=species:S:1:pos:R:3
C -1.46 -0.03 -0.46
H -1.78 -1.79 0.73
C 0.68 1.38 -0.12
H 0.28 -1.71 0.95
O 1.82 1.37 0.15
C -2.11 -0.75 0.70
H -1.89 -0.25 1.65
Li 2.50 -0.56 0.12
H -1.69 -0.51 -1.42
O -0.02 -0.02 -0.36
C 0.86 -1.55 0.00
H -1.81 1.01 -0.53
H -3.20 -0.74 0.56
```

Calculated values
HOMO level (alpha / beta) ... -7.8795 / -7.9848 eV
Molecular weight ... 93.0 g mol⁻¹
Spin multiplicity ... 2
Energy relative to the best compared isomer or geometry (same formula, charge and spin) ... 2.058 eV

***

Record 3
Entry from the OMol25 dataset: a molecular structure, C4H6MgO2 in a non-equilibrium geometry (the ωB97M-V functional and the def2-TZVPD basis).

XYZ file:
```
13
Properties=species:S:1:pos:R:3
H -0.68 -1.99 -0.94
H 0.81 -1.44 1.50
O 1.20 1.09 1.28
H 1.08 -0.25 -1.36
C -0.24 -1.06 1.04
O 0.05 1.49 -1.14
H -0.66 1.62 -1.77
Mg 0.96 2.86 0.42
H -1.73 -0.58 -0.54
C 0.32 0.20 -0.72
C 0.58 0.15 0.74
C -0.76 -1.06 -0.38
H -0.93 -1.05 1.88
```

Calculated values
HOMO level ... -19.3628 eV
Molecular weight ... 110.4 g mol⁻¹
Energy relative to the best compared isomer or geometry (same formula, charge and spin) ... 1.045 eV
Total charge ... +2